{"formula": "C8H11N", "method": "the ωB97M-V functional and the def2-TZVPD basis", "elements": ["C", "C", "C", "C", "C", "H", "H", "H", "H", "H", "H", "H", "H", "H", "H", "C", "C", "C", "N", "H"], "positions_angstrom": [[0.8839, -1.3868, -0.9814], [0.8082, -0.4771, 0.2636], [0.2815, 0.7507, 0.3547], [0.2456, 1.3275, 1.6893], [-0.3718, 1.4763, -0.8080], [1.2320, -2.4079, -0.8454], [1.5963, -1.0666, -1.7501], [0.0362, -1.2785, -1.5948], [1.3234, -0.9472, 0.9913], [0.3149, 2.4218, 1.5190], [0.9502, 1.0169, 2.4466], [-0.7741, 0.9811, 2.2322], [-1.0967, 2.1068, -0.2959], [-1.0303, 0.7350, -1.4520], [0.3669, 2.0424, -1.2885], [-2.2605, -2.8272, -0.1010], [-3.0483, -1.9186, 0.0010], [-3.9324, -0.9248, 0.3285], [-4.5012, 0.0063, 0.7304], [-1.4532, -3.4119, -0.3958]], "forces_ev_per_a": [[1.2, 1.4, -0.2], [-0.8, 0.2, -4.1], [0.7, -3.0, -0.9], [-2.7, 1.2, 1.8], [-2.5, -2.6, 1.4], [-0.6, -0.2, 0.6], [0.6, 0.6, 0.4], [-1.7, -0.6, -0.4], [1.3, -0.9, 3.1], [-0.4, -0.3, 1.0], [0.7, -0.2, -0.4], [1.8, 1.4, -1.3], [-0.1, 0.5, -0.5], [1.8, 1.6, 0.9], [0.7, 0.8, -1.3], [-1.0, 1.7, -0.3], [0.5, -1.3, 0.1], [-0.5, 1.8, 0.9], [0.3, -1.2, -0.7], [0.7, -0.9, -0.1]], "lowdin_charge": [-0.1035, -0.1109, -0.3994, -0.0983, -0.0414, 0.0642, 0.0708, 0.0266, 0.0568, 0.0831, 0.0663, 0.1357, 0.0671, 0.1189, 0.0596, 0.1673, -0.1168, -0.2456, 0.1686, 0.0308], "smiles": "CC=C(C)C.C#CC#N", "spin_multiplicity": 1, "energy_ev": -9960.0449}

{"formula": "C4H3F3NO6S2Tl", "method": "the ωB97M-V functional and the def2-TZVPD basis", "elements": ["N", "S", "O", "O", "S", "O", "O", "C", "F", "F", "F", "Tl", "C", "O", "C", "C", "O", "H", "H", "H"], "positions_angstrom": [[-0.4052, 1.4225, 2.1973], [0.9346, 1.9207, 1.2673], [1.1330, 3.3467, 1.6481], [0.6126, 1.7785, -0.2314], [-1.4962, 0.4091, 1.7937], [-1.2751, -0.3015, 0.4836], [-1.9141, -0.3766, 2.9571], [-3.0852, 1.3061, 1.3763], [-3.9503, 0.4959, 0.7829], [-3.6488, 1.7799, 2.4798], [-2.8209, 2.3254, 0.5719], [-0.0787, 0.1631, -0.9759], [2.6615, -1.8854, -0.8399], [1.9290, -0.7497, -1.2732], [0.9156, -0.9898, -2.3177], [0.9942, -1.7362, -3.3785], [0.9431, -2.3944, -4.3654], [3.3624, -1.5434, -0.0693], [1.9793, -2.6391, -0.4209], [3.2091, -2.3318, -1.6858]], "forces_ev_per_a": [[-1.1, -0.6, -1.7], [2.7, 1.7, 4.2], [-0.9, -2.1, -1.3], [-0.2, 3.7, -0.6], [-0.4, 1.3, 4.6], [-2.3, -1.8, 2.3], [0.6, 0.3, -2.6], [0.1, 0.1, 0.6], [-0.1, -0.3, -0.3], [0.3, -0.1, 0.0], [0.2, 0.2, -0.5], [-1.0, -1.1, -4.1], [0.3, -0.8, 0.1], [1.0, -1.0, -1.6], [1.2, 0.1, 1.1], [-0.4, -1.6, -2.6], [0.3, 1.5, 2.4], [-0.2, 0.0, -0.3], [0.2, 0.1, -0.1], [-0.1, 0.2, 0.3]], "lowdin_charge": [-0.3709, 0.7215, -0.4359, -0.5643, 0.6344, -0.4342, -0.2647, -0.6883, 0.1503, 0.1593, 0.1421, 1.2132, -0.0583, -0.2893, -0.2682, -0.1594, 0.1895, 0.1103, 0.1067, 0.1062], "spin_multiplicity": 1, "energy_ev": -52480.0001}

{"formula": "C3H12NO", "method": "the ωB97M-V functional and the def2-TZVPD basis", "elements": ["C", "C", "C", "N", "H", "H", "H", "H", "H", "H", "H", "H", "H", "H", "H", "H", "O"], "positions_angstrom": [[0.2587, 0.9499, 0.8559], [1.1849, 0.9038, -0.3263], [2.3186, -0.1142, -0.3456], [-0.8562, -0.1892, 0.7066], [0.7706, 0.7503, 1.8942], [-0.3454, 1.7685, 1.1209], [1.7331, 1.9820, -0.5603], [0.4669, 1.1204, -1.2711], [3.2030, 0.2920, -0.8385], [2.7292, -0.6196, 0.5580], [2.0586, -0.9926, -1.0011], [-0.8439, -0.6484, -0.3009], [-0.7760, -0.7780, 1.5321], [-1.7328, 0.2755, 0.4961], [-3.6076, -1.3253, -1.4957], [-3.5664, -1.9728, -0.2063], [-2.9952, -1.4023, -0.8180]], "forces_ev_per_a": [[0.8, -2.4, 2.4], [0.0, 4.7, -2.2], [0.2, -2.2, -1.6], [1.5, 0.8, -3.2], [-0.7, -0.1, -2.1], [-0.4, 1.6, -0.7], [-1.4, -2.3, 1.6], [1.6, -1.7, 1.5], [-0.2, 0.2, 0.1], [-0.9, 1.0, 0.0], [0.1, 0.7, 0.5], [0.8, 0.0, 2.7], [-0.8, -0.5, -0.5], [-0.7, 0.0, 1.3], [-1.6, 0.6, -2.7], [1.5, 1.0, -0.8], [0.1, -1.6, 3.5]], "lowdin_charge": [-0.1449, -0.2835, -0.1189, 0.1613, 0.1631, 0.0967, 0.1721, 0.1576, 0.0737, 0.0926, 0.0857, 0.1877, 0.1564, 0.1263, 0.0096, 0.1095, -0.0450], "charge": 1, "spin_multiplicity": 1, "energy_ev": -6835.1619}

{"formula": "ClH12O6", "method": "the ωB97M-V functional and the def2-TZVPD basis", "elements": ["Cl", "O", "H", "H", "O", "H", "H", "O", "H", "H", "O", "H", "H", "O", "H", "H", "O", "H", "H"], "positions_angstrom": [[-10.1856, 24.8613, 2.4140], [-11.4391, 25.5105, -0.4586], [-12.3020, 25.1894, -0.1504], [-10.9319, 25.4763, 0.3021], [-10.4309, 22.8374, 4.8337], [-9.6646, 22.2551, 4.8481], [-10.3107, 23.3087, 3.9799], [-9.9470, 21.9781, 1.1935], [-10.6429, 21.3955, 1.6274], [-10.0009, 22.8619, 1.5270], [-7.7666, 25.9973, 0.5894], [-8.5273, 25.7219, 1.0939], [-7.2558, 26.2544, 1.3793], [-13.0775, 24.1681, 3.0023], [-12.2408, 24.6135, 2.9669], [-12.8704, 23.2852, 3.1377], [-8.3558, 25.8680, 4.7854], [-8.9524, 25.7343, 4.0462], [-7.9496, 25.0065, 4.8583]], "forces_ev_per_a": [[0.3, 0.2, 0.0], [-2.4, 0.0, -2.5], [0.4, 0.1, -0.2], [1.9, -0.1, 2.6], [0.2, -0.1, -0.5], [-0.1, -0.1, 0.1], [-0.2, 0.1, 0.4], [-0.9, -3.0, 0.0], [1.4, 1.7, -0.7], [-0.4, 1.2, 0.6], [1.0, 0.5, 0.8], [-1.3, -0.6, -0.1], [0.4, 0.1, -0.7], [-2.0, 2.0, -0.3], [1.0, 0.5, -0.1], [0.7, -2.5, 0.5], [0.5, 0.3, 0.4], [-0.6, 0.0, -0.5], [0.2, -0.3, 0.2]], "lowdin_charge": [0.1796, -0.0732, 0.0355, -0.1333, -0.1143, 0.0209, -0.0953, -0.1233, 0.0581, -0.1310, -0.1013, -0.1102, 0.0304, -0.0816, -0.1214, -0.0277, -0.1072, -0.1148, 0.0100], "charge": -1, "spin_multiplicity": 1, "energy_ev": -25005.8732}